P:
Formula: C4H9N2S
Source: the OMol25 dataset
Level of theory: ωB97M-V/def2-TZVPD

Element x y z (Å)
C  0.483  -0.522  -2.454
C  1.448  -0.048  -0.339
C  -1.214  0.095  1.278
C  -0.496  0.805  0.189
N  1.185  -0.634  -1.382
N  2.307  -0.090  0.597
S  -1.143  0.842  -1.374
H  0.592  0.156  -3.282
H  -0.002  -1.397  -2.798
H  -1.516  -0.914  1.087
H  -0.747  0.256  2.314
H  -2.352  0.555  1.262
H  0.063  1.669  0.441
H  1.925  0.081  1.556
H  3.038  -0.713  0.449
H  -1.984  -0.123  -1.357

The calculation puts the lowest unoccupied orbital energy at -0.133 Ha. The calculation puts the HOMO energy at -13.69 eV. The total charge is +1. The frontier orbital gap is 10.1 eV.

Q:
Formula: C4H9N2S
Source: the OMol25 dataset
Level of theory: ωB97M-V/def2-TZVPD

Element x y z (Å)
C  -0.715  0.707  0.517
C  1.161  1.289  -0.715
C  0.847  -0.684  0.771
C  0.714  -1.725  -0.288
N  -0.170  1.610  -0.215
N  -1.877  0.762  1.063
S  2.095  0.483  0.614
H  1.042  0.499  -1.440
H  1.652  2.202  -1.022
H  0.552  -1.141  1.702
H  -0.305  -2.189  -0.116
H  1.567  -2.390  -0.090
H  1.025  -1.386  -1.317
H  -0.631  2.362  -0.614
H  -2.335  0.053  1.745
H  -2.465  1.540  0.819

The calculation puts the lowest unoccupied orbital energy at -0.134 Ha. The calculation puts the HOMO energy at -13.42 eV. The total charge is +1. The frontier orbital gap is 9.8 eV.

Energies relative to the most stable structure, in kJ/mol: P 144.0; Q 0.0.

P:
Formula: CH4FNS2
Source: the OMol25 dataset
Level of theory: ωB97M-V/def2-TZVPD

Element x y z (Å)
C  2.072  -0.161  -1.161
N  -1.073  0.464  0.272
F  -2.670  1.306  2.119
S  -1.177  -1.187  0.230
S  -2.137  1.536  0.510
H  1.131  0.093  -0.632
H  2.993  0.430  -1.079
H  2.211  -1.009  -1.863
H  -1.350  -1.470  1.605

The calculation puts the lowest unoccupied orbital energy (spin up / spin down) at 0.006 / -0.065 Ha. The calculation puts the HOMO energy (spin up / spin down) at -8.90 / -8.70 eV. The frontier orbital gap (spin up / spin down) is 9.1 / 6.9 eV.

Q:
Formula: CH4FNS2
Source: the OMol25 dataset
Level of theory: ωB97M-V/def2-TZVPD

Element x y z (Å)
C  1.339  0.291  0.391
N  0.139  0.938  -0.181
S  -0.774  1.710  0.887
S  -0.226  0.751  -1.766
H  2.087  0.716  -0.137
H  1.290  0.361  1.533
H  1.325  -0.742  0.193
F  -3.919  2.361  0.893
H  -3.001  2.584  1.000

The calculation puts the lowest unoccupied orbital energy (spin up / spin down) at -0.077 / -0.077 Ha. The calculation puts the HOMO energy (spin up / spin down) at -9.21 / -9.21 eV. The frontier orbital gap (spin up / spin down) is 7.1 / 7.1 eV. As for the SMILES: C[N+](=S)[S-].F.

Energies relative to the most stable structure, in kJ/mol: P 218.5; Q 0.0.